The following is a quantum chemistry calculation of a molecular structure, C42H52CoN2PSeSi at a distorted geometry, from the Open Molecules 2025 dataset.

Last column: Löwdin charge in e.
Positions of all 100 atoms, in Å:
Co (-0.258, -0.158, -0.690)  0.24
C (-2.292, -2.019, -3.407)  -0.06
C (-3.442, -1.536, -2.516)  -0.37
C (-3.435, -0.020, -2.315)  -0.05
C (-3.535, -2.251, -1.185)  -0.14
C (-4.774, -2.809, -0.885)  -0.05
C (-5.010, -3.474, 0.302)  -0.08
C (-3.985, -3.595, 1.220)  -0.05
C (-2.727, -3.063, 0.969)  -0.13
C (-1.670, -3.131, 2.062)  -0.36
C (-1.759, -1.856, 2.907)  -0.05
C (-1.783, -4.371, 2.951)  -0.07
C (-2.483, -2.376, -0.249)  -0.16
N (-1.173, -1.889, -0.486)  -0.06
C (-0.176, -2.812, -0.510)  -0.14
C (1.172, -2.513, -0.461)  -0.27
C (2.207, -3.275, -1.006)  -0.03
C (3.377, -2.501, -0.970)  -0.04
C (3.139, -1.287, -0.382)  -0.17
N (1.722, -1.244, 0.028)  0.01
C (4.183, -0.188, -0.222)  -0.51
C (3.862, 0.975, -1.173)  -0.08
C (5.548, -0.757, -0.635)  -0.07
C (4.369, 0.378, 1.197)  -0.04
H (-2.438, -1.658, -4.427)  0.07
H (-2.260, -3.110, -3.438)  0.08
H (-1.329, -1.655, -3.060)  0.03
H (-4.369, -1.769, -3.048)  0.12
H (-2.555, 0.289, -1.753)  0.03
H (-4.314, 0.306, -1.755)  0.09
H (-3.418, 0.494, -3.274)  0.07
H (-5.577, -2.725, -1.609)  0.11
H (-5.985, -3.891, 0.518)  0.10
H (-4.171, -4.118, 2.149)  0.10
H (-0.684, -3.155, 1.605)  0.10
H (-2.772, -1.734, 3.298)  0.09
H (-1.522, -0.990, 2.290)  0.02
H (-1.053, -1.884, 3.741)  0.08
H (-2.630, -4.299, 3.636)  0.07
H (-0.878, -4.473, 3.552)  0.08
H (-1.899, -5.273, 2.350)  0.09
H (-0.442, -3.853, -0.688)  0.14
H (2.080, -4.235, -1.481)  0.11
H (4.318, -2.824, -1.383)  0.11
H (3.819, 0.627, -2.205)  0.07
H (4.638, 1.743, -1.094)  0.09
H (2.903, 1.428, -0.937)  0.01
H (5.548, -1.039, -1.689)  0.09
H (5.809, -1.629, -0.033)  0.09
H (6.320, 0.000, -0.493)  0.09
H (3.454, 0.798, 1.600)  0.04
H (5.115, 1.175, 1.156)  0.09
H (4.723, -0.389, 1.886)  0.09
C (-2.423, 3.307, 4.631)  -0.08
C (-3.079, 2.315, 3.923)  -0.07
C (-2.410, 1.596, 2.940)  -0.09
C (-1.077, 1.865, 2.655)  -0.35
C (-0.421, 2.866, 3.377)  -0.10
C (-1.086, 3.575, 4.360)  -0.07
P (-0.184, 0.997, 1.297)  1.07
C (0.570, 2.515, 0.581)  -0.39
C (-0.337, 3.250, -0.188)  -0.13
C (0.051, 4.426, -0.801)  -0.08
C (1.360, 4.873, -0.662)  -0.08
C (2.258, 4.156, 0.111)  -0.07
C (1.866, 2.979, 0.737)  -0.10
C (1.009, -0.084, 2.175)  -0.28
C (1.109, -0.055, 3.572)  -0.09
C (1.790, -1.026, 4.278)  -0.07
C (2.362, -2.092, 3.600)  -0.05
C (2.284, -2.137, 2.223)  -0.01
C (1.635, -1.146, 1.492)  -0.21
H (-2.946, 3.880, 5.387)  0.10
H (-4.118, 2.099, 4.134)  0.11
H (-2.935, 0.826, 2.388)  0.10
H (0.616, 3.094, 3.168)  0.11
H (-0.561, 4.344, 4.912)  0.11
H (-1.354, 2.885, -0.301)  0.10
H (-0.658, 4.985, -1.399)  0.11
H (1.680, 5.777, -1.163)  0.11
H (3.274, 4.511, 0.225)  0.11
H (2.577, 2.424, 1.334)  0.09
H (0.622, 0.733, 4.123)  0.09
H (1.859, -0.961, 5.356)  0.11
H (2.873, -2.877, 4.142)  0.11
H (2.740, -2.958, 1.682)  0.13
C (1.515, 3.194, -4.433)  -0.24
Si (0.019, 2.059, -4.250)  0.18
C (-1.513, 3.128, -3.923)  -0.21
C (-0.261, 1.003, -5.787)  -0.23
Se (0.723, 0.637, -2.599)  0.47
H (1.384, 3.920, -5.239)  0.03
H (2.409, 2.601, -4.635)  0.02
H (1.684, 3.733, -3.499)  0.01
H (-1.338, 4.139, -4.300)  0.03
H (-1.741, 3.200, -2.859)  0.00
H (-2.392, 2.733, -4.435)  0.02
H (-0.527, 1.607, -6.659)  0.03
H (-1.062, 0.284, -5.615)  0.01
H (0.643, 0.438, -6.020)  0.03

Computed properties:
⟨S²⟩: 6.05
2S+1: 5
HOMO-LUMO gap (spin up / spin down) in eV: 5.666 / 7.204

The following is a quantum chemistry calculation of a molecular structure, C42H52I2NS4Sb2TeZr, from the Open Molecules 2025 dataset.

Last column: Löwdin charge in e.
Positions of all 105 atoms, in Å:
Zr (-1.933, 0.864, -0.321)  0.75
S (-4.392, 0.552, -0.810)  -0.11
S (-4.641, -1.404, -1.446)  -0.02
S (-3.305, -1.464, -2.964)  0.04
S (-1.579, -0.948, -1.932)  -0.07
I (-3.681, 2.714, 1.671)  0.94
C (-2.433, 2.878, 3.383)  -1.04
I (-1.159, 1.207, 3.661)  0.90
H (-3.083, 2.952, 4.246)  -0.02
H (-1.812, 3.757, 3.257)  -0.03
C (1.919, -0.031, 1.253)  -0.36
C (1.541, -1.380, 1.892)  -0.35
C (0.209, -2.029, 1.489)  -0.42
Sb (0.336, -3.484, -0.141)  1.46
C (1.804, -4.695, 0.846)  -0.40
C (2.557, -5.550, 0.044)  -0.15
C (3.506, -6.400, 0.597)  -0.08
C (3.723, -6.397, 1.966)  -0.08
C (2.987, -5.546, 2.779)  -0.08
C (2.035, -4.704, 2.221)  -0.15
C (-1.358, -4.659, 0.429)  -0.39
C (-1.424, -5.351, 1.636)  -0.13
C (-2.510, -6.166, 1.926)  -0.09
C (-3.545, -6.296, 1.008)  -0.09
C (-3.490, -5.613, -0.197)  -0.09
C (-2.397, -4.804, -0.486)  -0.15
Sb (1.320, 0.490, -0.760)  1.48
C (2.582, -0.800, -1.857)  -0.39
C (2.619, -0.687, -3.243)  -0.12
C (3.456, -1.506, -3.986)  -0.07
C (4.264, -2.436, -3.347)  -0.07
C (4.241, -2.542, -1.964)  -0.07
C (3.402, -1.726, -1.219)  -0.15
C (2.497, 2.266, -0.844)  -0.35
C (1.993, 3.476, -1.309)  -0.13
C (2.789, 4.612, -1.326)  -0.07
C (4.101, 4.547, -0.881)  -0.07
C (4.619, 3.341, -0.432)  -0.07
C (3.822, 2.204, -0.417)  -0.12
H (3.001, 0.095, 1.287)  0.05
H (1.505, 0.791, 1.839)  -0.01
H (1.540, -1.231, 2.978)  0.10
H (2.357, -2.086, 1.724)  0.07
H (-0.513, -1.272, 1.159)  -0.05
H (-0.267, -2.536, 2.329)  0.03
H (2.404, -5.559, -1.031)  0.09
H (4.076, -7.062, -0.043)  0.11
H (4.464, -7.056, 2.401)  0.11
H (3.152, -5.541, 3.849)  0.11
H (1.471, -4.053, 2.881)  0.09
H (-0.605, -5.287, 2.345)  0.09
H (-2.542, -6.714, 2.859)  0.11
H (-4.388, -6.939, 1.229)  0.11
H (-4.288, -5.720, -0.921)  0.11
H (-2.356, -4.294, -1.442)  0.07
H (1.992, 0.036, -3.755)  0.10
H (3.479, -1.417, -5.064)  0.11
H (4.916, -3.075, -3.927)  0.11
H (4.874, -3.261, -1.460)  0.11
H (3.405, -1.815, -0.140)  0.08
H (0.967, 3.551, -1.640)  0.07
H (2.381, 5.548, -1.686)  0.11
H (4.724, 5.432, -0.893)  0.11
H (5.647, 3.279, -0.100)  0.11
H (4.256, 1.267, -0.090)  0.09
C (-2.811, -2.330, 3.710)  -0.43
Te (-3.607, -1.078, 2.181)  1.02
C (-5.235, -2.365, 1.725)  -0.43
H (-3.470, -2.296, 4.573)  0.01
H (-1.831, -1.950, 3.991)  -0.04
H (-2.717, -3.345, 3.334)  -0.01
H (-4.864, -3.342, 1.430)  0.00
H (-5.803, -1.917, 0.915)  -0.04
H (-5.858, -2.425, 2.613)  0.01
C (1.209, 3.772, 2.497)  -0.05
C (0.244, 4.167, 1.413)  -0.28
C (0.048, 5.518, 1.153)  -0.01
C (-0.835, 5.929, 0.165)  -0.24
C (-1.102, 7.390, -0.072)  -0.03
C (-1.449, 4.980, -0.645)  -0.02
C (-1.186, 3.618, -0.508)  -0.39
C (-0.433, 3.247, 0.618)  -0.18
N (-1.656, 2.602, -1.387)  -0.15
C (-1.739, 2.820, -2.901)  -0.57
C (-1.550, 4.256, -3.408)  -0.05
C (-3.101, 2.347, -3.397)  -0.08
C (-0.632, 2.005, -3.587)  -0.08
H (2.184, 4.219, 2.294)  0.09
H (1.346, 2.698, 2.568)  0.02
H (0.881, 4.134, 3.473)  0.09
H (0.582, 6.257, 1.741)  0.13
H (-0.803, 7.992, 0.784)  0.08
H (-2.160, 7.568, -0.267)  0.09
H (-0.546, 7.746, -0.942)  0.09
H (-2.156, 5.329, -1.376)  0.10
H (-0.256, 2.197, 0.889)  0.00
H (-2.411, 4.893, -3.216)  0.08
H (-1.454, 4.181, -4.492)  0.10
H (-0.646, 4.735, -3.035)  0.08
H (-3.906, 2.820, -2.834)  0.08
H (-3.218, 1.268, -3.318)  0.00
H (-3.209, 2.616, -4.449)  0.10
H (0.352, 2.442, -3.411)  0.07
H (-0.805, 2.017, -4.664)  0.10
H (-0.626, 0.967, -3.269)  -0.02

Computed properties:
Charge: +1
HOMO-LUMO gap in eV: 6.423
Energy relative to the best compared isomer or geometry (same formula, charge and spin) in eV: 0.0000